The following is a DFT calculation (ωB97M-V/def2-TZVPD) of 2 unconnected molecules or ions with the total composition C37H39BO4S.

**Energy above the lowest of the compared OMol25 structures with the same formula, charge and spin**: 0.0 kcal/mol

Geometry as XYZ:
```
82
C37H39BO4S, DFT ωB97M-V/def2-TZVPD
C -7.0789 1.0911 3.6877
O -6.6504 1.2965 2.3650
C -5.4794 0.6335 2.0108
C -4.9899 0.8812 0.7184
C -3.8841 0.2418 0.2396
C -3.1728 -0.6779 1.0379
C -2.1128 -1.4286 0.4665
C -1.1334 -2.1828 1.1793
C -0.6707 -3.4252 0.6887
C 0.2374 -4.1636 1.3944
C 0.7969 -3.6824 2.5877
O 1.7597 -4.4394 3.2949
C 1.4100 -5.7371 3.7582
C 2.1019 -6.8706 3.3240
C 1.7947 -8.1170 3.8202
C 0.7997 -8.2603 4.7678
C 0.0989 -7.1535 5.2061
C 0.3935 -5.9072 4.7025
C 0.3909 -2.4190 3.0433
C -0.5610 -1.7010 2.3767
C -3.6468 -0.9046 2.3505
C -4.7729 -0.2797 2.8159
H -7.9691 1.6998 3.8529
H -7.3329 0.0417 3.8450
H -6.2965 1.4102 4.3770
H -5.5379 1.5744 0.1049
H -3.5399 0.4438 -0.7592
H -2.1110 -1.5050 -0.6092
H -1.0728 -3.8024 -0.2355
H 0.5534 -5.1281 1.0405
H 2.8838 -6.7494 2.5962
H 2.3340 -8.9842 3.4752
H 0.5719 -9.2338 5.1676
H -0.6705 -7.2651 5.9531
H -0.1324 -5.0369 5.0522
H 0.8475 -2.0247 3.9325
H -0.8415 -0.7207 2.7190
H -3.1459 -1.6330 2.9635
H -5.1494 -0.5315 3.7913
C 3.4546 7.0027 -5.0294
C 3.2906 5.7945 -4.1960
C 4.2835 5.0348 -3.6715
C 3.8075 3.9168 -2.9222
C 2.4656 3.8229 -2.8846
B 1.5989 2.6833 -2.1798
C 0.8384 3.2902 -0.9073
C 1.4996 3.3641 0.2946
C 0.8624 3.8870 1.4012
C -0.4391 4.3358 1.2945
C -1.0998 4.2654 0.0839
C -0.4549 3.7420 -1.0184
O 0.5868 2.1615 -3.1617
C 1.0766 0.8665 -3.5236
C -0.0948 -0.0465 -3.8970
C 2.0176 1.0285 -4.7207
C 1.8738 0.3780 -2.2317
C 0.9068 -0.1266 -1.1574
C 2.9307 -0.6875 -2.5397
O 2.5042 1.5655 -1.7377
S 1.7422 5.1337 -3.7462
H 4.5087 7.2467 -5.1711
H 3.0070 6.8566 -6.0144
H 2.9676 7.8610 -4.5630
H 5.3307 5.2528 -3.8202
H 4.4548 3.1955 -2.4470
H 2.5106 3.0025 0.3592
H 1.3790 3.9434 2.3460
H -0.9393 4.7441 2.1572
H -2.1154 4.6187 0.0007
H -0.9528 3.6783 -1.9701
H 0.2490 -1.0564 -4.1195
H -0.8264 -0.0912 -3.0926
H -0.6045 0.3461 -4.7755
H 2.3981 0.0659 -5.0612
H 1.4903 1.5016 -5.5475
H 2.8592 1.6655 -4.4535
H 0.4137 -1.0484 -1.4642
H 1.4425 -0.3172 -0.2291
H 0.1480 0.6286 -0.9578
H 2.4763 -1.5810 -2.9678
H 3.6768 -0.3054 -3.2340
H 3.4535 -0.9696 -1.6270
```

Mulliken charges in e: atom 1 (C): -0.807, atom 2 (O): -0.412, atom 3 (C): 0.856, atom 4 (C): -0.757, atom 5 (C): -0.442, atom 6 (C): 0.572, atom 7 (C): -0.558, atom 8 (C): 0.479, atom 9 (C): -0.637, atom 10 (C): -0.496, atom 11 (C): 0.392, atom 12 (O): -0.473, atom 13 (C): -0.015, atom 14 (C): -0.125, atom 15 (C): -0.554, atom 16 (C): -0.335, atom 17 (C): -0.647, atom 18 (C): -0.162, atom 19 (C): -0.661, atom 20 (C): -0.499, atom 21 (C): -0.719, atom 22 (C): -0.609, atom 23 (H): 0.242, atom 24 (H): 0.337, atom 25 (H): 0.358, atom 26 (H): 0.480, atom 27 (H): 0.467, atom 28 (H): 0.417, atom 29 (H): 0.531, atom 30 (H): 0.501, atom 31 (H): 0.449, atom 32 (H): 0.381, atom 33 (H): 0.395, atom 34 (H): 0.366, atom 35 (H): 0.438, atom 36 (H): 0.524, atom 37 (H): 0.785, atom 38 (H): 0.494, atom 39 (H): 0.410, atom 40 (C): -1.252, atom 41 (C): 0.591, atom 42 (C): -0.635, atom 43 (C): -1.104, atom 44 (C): 0.359, atom 45 (B): 1.797, atom 46 (C): 0.304, atom 47 (C): -0.427, atom 48 (C): -0.951, atom 49 (C): -0.382, atom 50 (C): -0.776, atom 51 (C): -0.470, atom 52 (O): -0.731, atom 53 (C): 1.620, atom 54 (C): -1.719, atom 55 (C): -1.963, atom 56 (C): 2.025, atom 57 (C): -2.041, atom 58 (C): -2.111, atom 59 (O): -0.795, atom 60 (S): -0.323, atom 61 (H): 0.340, atom 62 (H): 0.263, atom 63 (H): 0.281, atom 64 (H): 0.314, atom 65 (H): 0.492, atom 66 (H): 0.427, atom 67 (H): 0.414, atom 68 (H): 0.410, atom 69 (H): 0.433, atom 70 (H): 0.427, atom 71 (H): 0.270, atom 72 (H): 0.136, atom 73 (H): 0.495, atom 74 (H): 0.382, atom 75 (H): 0.417, atom 76 (H): 0.357, atom 77 (H): 0.343, atom 78 (H): 0.515, atom 79 (H): 0.108, atom 80 (H): 0.289, atom 81 (H): 0.439, atom 82 (H): 0.462


The following is a DFT calculation (ωB97M-V/def2-TZVPD) of C17H22N2O2 in the gas phase.

**Energy above the lowest of the compared OMol25 structures with the same formula, charge and spin**: 112.3 kcal/mol
**Structure (SMILES)**: O[C@@H](COC[C@@H]1CC=CCC1)Cn1cnc2ccccc21

Geometry as XYZ:
```
43
C17H22N2O2, DFT ωB97M-V/def2-TZVPD
O 3.0982 2.4102 -1.0780
C 2.1600 1.7874 -0.2312
C 1.4779 0.7566 -1.1434
O 0.6689 1.2724 -2.2218
C -0.4351 0.4211 -2.5760
C -1.5530 0.7906 -1.5696
C -1.8908 -0.5489 -0.8825
C -3.1535 -0.4713 -0.1070
C -4.0583 0.5457 -0.2842
C -3.8042 1.7067 -1.2127
C -2.6550 1.6626 -2.1329
C 2.8092 1.1885 1.0082
N 1.9205 0.2542 1.8304
C 0.9292 0.6291 2.6908
N 0.2686 -0.3696 3.2846
C 0.8068 -1.4938 2.6080
C 0.4742 -2.9191 2.8620
C 1.2596 -3.8901 2.1766
C 2.3138 -3.4559 1.2565
C 2.6246 -2.1020 1.1095
C 1.8847 -1.1648 1.7984
H 2.6758 3.0118 -1.6803
H 1.4341 2.5449 0.0985
H 0.8435 0.1895 -0.5519
H 2.2620 0.0563 -1.5719
H -0.1711 -0.6642 -2.5806
H -0.7502 0.7360 -3.5546
H -1.0219 1.3527 -0.7644
H -2.0126 -1.2120 -1.6734
H -0.9262 -0.9282 -0.3469
H -3.4884 -1.2580 0.5671
H -4.9622 0.6353 0.2476
H -3.6850 2.6078 -0.6933
H -4.7543 1.6815 -1.7357
H -2.2172 2.6397 -2.2770
H -2.9495 1.4278 -3.0965
H 3.6695 0.5700 0.7887
H 3.0772 2.0325 1.6047
H 0.7928 1.6668 2.8975
H -0.2442 -3.1364 3.6316
H 0.9358 -4.9495 2.2092
H 2.8878 -4.2336 0.8023
H 3.4579 -1.7807 0.4936
```

Mulliken charges in e: atom 1 (O): -0.593, atom 2 (C): 0.405, atom 3 (C): 0.314, atom 4 (O): -0.421, atom 5 (C): -0.968, atom 6 (C): 1.166, atom 7 (C): -0.495, atom 8 (C): -0.603, atom 9 (C): -0.586, atom 10 (C): -0.629, atom 11 (C): -1.457, atom 12 (C): -1.172, atom 13 (N): 0.193, atom 14 (C): -0.177, atom 15 (N): -0.770, atom 16 (C): 0.848, atom 17 (C): -0.748, atom 18 (C): -0.500, atom 19 (C): -0.820, atom 20 (C): -0.519, atom 21 (C): 0.601, atom 22 (H): 0.375, atom 23 (H): 0.174, atom 24 (H): -0.218, atom 25 (H): 0.136, atom 26 (H): 0.334, atom 27 (H): 0.469, atom 28 (H): 0.058, atom 29 (H): 0.424, atom 30 (H): 0.156, atom 31 (H): 0.358, atom 32 (H): 0.463, atom 33 (H): 0.320, atom 34 (H): 0.384, atom 35 (H): 0.372, atom 36 (H): 0.470, atom 37 (H): 0.394, atom 38 (H): 0.289, atom 39 (H): 0.445, atom 40 (H): 0.453, atom 41 (H): 0.343, atom 42 (H): 0.407, atom 43 (H): 0.326


The following is a DFT calculation (ωB97M-V/def2-TZVPD) of 10 unconnected molecules or ions with the total composition C30H54Cl19F3NO3.

**Charge**: -1

Geometry as XYZ:
```
110
C30H54Cl19F3NO3, DFT ωB97M-V/def2-TZVPD
C 3.0998 -1.2788 -0.8357
C 1.7294 -1.7499 -0.2096
C 0.6292 -0.6187 -0.2585
O -0.4842 -0.9221 -1.0878
C -0.1962 -0.6676 -2.4664
C -0.6148 0.8097 -2.9319
O -0.5711 0.9982 -4.1533
O -0.9116 1.7000 -2.0720
N -0.6974 -1.6604 -3.3860
C 0.2095 -2.8018 -3.5638
C -0.2899 -3.9075 -4.5586
C -0.4357 -5.2963 -3.8888
F -1.4795 -6.1494 -4.2147
C 0.4662 -5.8069 -2.9626
F 1.4408 -6.7086 -3.2604
F 0.4895 -5.4207 -1.6618
C -2.1081 -1.9992 -3.1878
C -2.4420 -3.0745 -2.0925
C -3.2277 -2.4745 -0.8504
Cl -3.6464 -4.2472 -2.8756
H 2.9764 -0.8404 -1.8480
H 3.5107 -0.4967 -0.1565
H 3.8094 -2.1433 -0.8397
H 1.3913 -2.6923 -0.6944
H 1.9470 -1.9866 0.8642
H 1.0530 0.3899 -0.4972
H 0.2277 -0.5436 0.7818
H 0.9234 -0.6757 -2.5663
H 1.1837 -2.3890 -3.9299
H 0.4440 -3.2069 -2.5377
H 0.5307 -4.0521 -5.3084
H -1.1860 -3.6252 -5.1515
H -2.5344 -2.2389 -4.1933
H -2.6230 -1.0521 -2.8825
H -1.5718 -3.6098 -1.6654
H -3.1042 -3.1879 0.0055
H -4.3039 -2.4425 -1.1075
H -2.8897 -1.4471 -0.5991
Cl 4.5567 1.8911 -1.3934
C 3.2907 3.1192 -1.6605
C 2.7004 3.6204 -0.3647
Cl 1.7212 2.3833 0.4647
H 2.5274 2.6866 -2.3075
H 3.7622 3.9456 -2.1935
H 2.0350 4.4610 -0.5648
H 3.4756 3.9555 0.3257
Cl -3.3913 2.2046 1.2334
C -2.8455 3.5200 0.1599
C -3.3978 4.8671 0.5844
Cl -5.1609 4.9908 0.3264
H -3.1349 3.2667 -0.8583
H -1.7565 3.5330 0.2070
H -2.9374 5.6574 -0.0087
H -3.1971 5.0699 1.6359
Cl 0.2207 5.5372 2.0370
C 1.2641 4.9632 3.3608
C 2.0377 6.0848 4.0078
Cl 3.2794 6.7482 2.9131
H 1.9290 4.1993 2.9576
H 0.6105 4.4920 4.0956
H 2.5584 5.7134 4.8905
H 1.3858 6.9010 4.3159
Cl 8.0370 3.0733 1.0112
C 6.8024 4.3190 0.6971
C 6.2132 4.8730 1.9737
Cl 5.2114 3.6724 2.8255
H 6.0363 3.8805 0.0581
H 7.2941 5.1181 0.1416
H 5.5653 5.7194 1.7454
H 6.9887 5.2131 2.6586
Cl -2.8339 3.3819 6.4594
C -3.6345 2.5798 5.0799
C -4.6620 1.5679 5.5265
Cl -3.9156 0.1461 6.3013
H -2.8640 2.1223 4.4615
H -4.1177 3.3633 4.4963
H -5.2171 1.2023 4.6626
H -5.3714 2.0014 6.2299
Cl 5.3297 -9.1116 -1.3929
C 3.5973 -9.3357 -1.7486
C 3.3269 -10.6351 -2.4695
Cl 3.9704 -10.6305 -4.1314
H 3.2574 -8.4780 -2.3268
H 3.0754 -9.3292 -0.7915
H 2.2516 -10.7958 -2.5476
H 3.7613 -11.4831 -1.9421
Cl -0.7466 -1.7580 2.7092
C -1.0733 -3.3869 3.3428
C -0.6369 -4.4731 2.3867
Cl -1.6455 -4.5212 0.9187
H -2.1375 -3.4548 3.5649
H -0.5222 -3.4781 4.2795
H -0.7331 -5.4464 2.8693
H 0.4004 -4.3465 2.0787
Cl -5.6810 -3.0659 0.9371
C -6.5421 -3.7794 -0.4475
C -7.6342 -4.7287 -0.0137
Cl -6.9826 -6.2151 0.7247
H -5.8074 -4.2744 -1.0824
H -6.9754 -2.9517 -1.0103
H -8.2197 -5.0372 -0.8800
H -8.3072 -4.2631 0.7048
Cl 1.3146 7.6153 -0.6825
C 1.5590 8.9211 0.5018
C 1.5487 10.2868 -0.1440
Cl 2.9776 10.5549 -1.1759
H 2.4943 8.7318 1.0245
H 0.7450 8.8477 1.2240
H 1.5660 11.0588 0.6257
H 0.6593 10.4340 -0.7549
```

Here are the Mulliken charges for atoms 1 to 99, given in e: atom 1 (C): -1.076, atom 2 (C): 0.189, atom 3 (C): 0.826, atom 4 (O): 0.152, atom 5 (C): 0.278, atom 6 (C): -0.071, atom 7 (O): -0.765, atom 8 (O): -0.629, atom 9 (N): 0.400, atom 10 (C): 0.707, atom 11 (C): -0.607, atom 12 (C): 0.435, atom 13 (F): -0.363, atom 14 (C): 0.060, atom 15 (F): -0.290, atom 16 (F): -0.094, atom 17 (C): -2.121, atom 18 (C): 1.948, atom 19 (C): -0.896, atom 20 (Cl): -0.337, atom 21 (H): 0.235, atom 22 (H): 0.231, atom 23 (H): 0.377, atom 24 (H): -0.252, atom 25 (H): 0.350, atom 26 (H): -0.629, atom 27 (H): -0.153, atom 28 (H): -0.398, atom 29 (H): 0.374, atom 30 (H): -0.602, atom 31 (H): 0.307, atom 32 (H): 0.316, atom 33 (H): 0.579, atom 34 (H): 0.491, atom 35 (H): -0.481, atom 36 (H): 0.191, atom 37 (H): 0.113, atom 38 (H): 0.139, atom 39 (Cl): -0.217, atom 40 (C): -0.652, atom 41 (C): 0.385, atom 42 (Cl): -0.184, atom 43 (H): 0.391, atom 44 (H): 0.434, atom 45 (H): 0.094, atom 46 (H): -0.271, atom 47 (Cl): -0.155, atom 48 (C): -0.244, atom 49 (C): -0.364, atom 50 (Cl): -0.231, atom 51 (H): 0.372, atom 52 (H): 0.049, atom 53 (H): 0.341, atom 54 (H): 0.235, atom 55 (Cl): -0.127, atom 56 (C): -0.315, atom 57 (C): -0.548, atom 58 (Cl): -0.143, atom 59 (H): 0.087, atom 60 (H): 0.328, atom 61 (H): 0.359, atom 62 (H): 0.370, atom 63 (Cl): -0.205, atom 64 (C): 0.100, atom 65 (C): -0.354, atom 66 (Cl): -0.148, atom 67 (H): -0.238, atom 68 (H): 0.334, atom 69 (H): 0.075, atom 70 (H): 0.424, atom 71 (Cl): -0.215, atom 72 (C): -0.292, atom 73 (C): -0.406, atom 74 (Cl): -0.202, atom 75 (H): 0.239, atom 76 (H): 0.245, atom 77 (H): 0.296, atom 78 (H): 0.334, atom 79 (Cl): -0.191, atom 80 (C): -0.140, atom 81 (C): -0.439, atom 82 (Cl): -0.187, atom 83 (H): 0.055, atom 84 (H): 0.297, atom 85 (H): 0.297, atom 86 (H): 0.331, atom 87 (Cl): -0.081, atom 88 (C): -0.595, atom 89 (C): -0.540, atom 90 (Cl): -0.119, atom 91 (H): 0.324, atom 92 (H): 0.355, atom 93 (H): 0.393, atom 94 (H): 0.263, atom 95 (Cl): -0.153, atom 96 (C): -0.290, atom 97 (C): -0.488, atom 98 (Cl): -0.205, atom 99 (H): 0.160


The following is a DFT calculation (ωB97M-V/def2-TZVPD) of C26H35N3O5 in the gas phase.

**Energy above the lowest of the compared OMol25 structures with the same formula, charge and spin**: 39.4 kcal/mol
**Structure (SMILES)**: CCOCCCN(C(=O)CNC(=O)c1ccco1)[C@@H](C(=O)NC1CCCC1)c1ccccc1C

Geometry as XYZ:
```
69
C26H35N3O5, DFT ωB97M-V/def2-TZVPD
C 0.8916 6.0611 0.7621
C -0.5734 5.8630 0.4086
O -0.7339 4.5661 -0.1234
C -2.0598 4.2574 -0.4852
C -2.0929 2.8173 -0.9834
C -1.7542 1.8269 0.1470
N -1.0219 0.6758 -0.3427
C 0.2792 0.7839 -0.7025
O 0.8238 0.0329 -1.4885
C 1.1008 1.8562 0.0273
N 2.5005 1.5315 -0.0898
C 2.9676 0.4715 0.6221
O 2.3335 -0.0558 1.5208
C 4.3307 0.0557 0.2698
C 5.1498 -0.8662 0.8703
C 6.3406 -0.8857 0.1147
C 6.1610 0.0195 -0.8883
O 4.9560 0.5950 -0.8043
C -1.8467 -0.3774 -0.9251
C -1.0722 -1.6319 -1.3942
O -1.3119 -2.1163 -2.4801
N -0.3229 -2.2214 -0.4481
C 0.4749 -3.3969 -0.7259
C 1.9610 -3.0432 -0.9103
C 2.5875 -3.3082 0.4548
C 1.8718 -4.5751 0.9161
C 0.4205 -4.3679 0.4711
C -2.8498 -0.9122 0.0721
C -2.5159 -0.9718 1.4212
C -3.3928 -1.5011 2.3494
C -4.6183 -1.9880 1.9316
C -4.9498 -1.9449 0.5897
C -4.0805 -1.4177 -0.3574
C -4.4685 -1.4109 -1.8045
H 1.0411 7.0531 1.1782
H 1.5055 5.9519 -0.1277
H 1.2019 5.3173 1.4907
H -0.8960 6.6125 -0.3310
H -1.2049 5.9786 1.3037
H -2.7274 4.3788 0.3827
H -2.4039 4.9420 -1.2759
H -3.0767 2.6062 -1.4024
H -1.3525 2.7178 -1.7790
H -2.6691 1.4719 0.6246
H -1.1556 2.3433 0.8963
H 0.9047 2.8535 -0.3682
H 0.8611 1.8285 1.0931
H 2.9599 1.7428 -0.9624
H 4.9169 -1.4406 1.7424
H 7.2078 -1.4884 0.2901
H 6.7975 0.3293 -1.6940
H -2.3569 0.0134 -1.8135
H -0.0441 -1.6879 0.3613
H 0.0519 -3.8287 -1.6354
H 2.0711 -2.0128 -1.2432
H 2.4040 -3.6990 -1.6606
H 3.6673 -3.4381 0.3963
H 2.3753 -2.4804 1.1326
H 1.9532 -4.7372 1.9900
H 2.2982 -5.4410 0.4065
H -0.0603 -5.3076 0.2047
H -0.1626 -3.9119 1.2723
H -1.5601 -0.5897 1.7504
H -3.1168 -1.5360 3.3927
H -5.3113 -2.4058 2.6466
H -5.9037 -2.3353 0.2650
H -3.6984 -1.8895 -2.4066
H -5.4060 -1.9419 -1.9483
H -4.5963 -0.3902 -2.1670
```

Mulliken charges in e: atom 1 (C): -1.209, atom 2 (C): -0.354, atom 3 (O): -0.103, atom 4 (C): -1.063, atom 5 (C): -0.538, atom 6 (C): -1.299, atom 7 (N): 0.703, atom 8 (C): 0.396, atom 9 (O): -0.669, atom 10 (C): -0.963, atom 11 (N): -0.067, atom 12 (C): 0.242, atom 13 (O): -0.718, atom 14 (C): 0.585, atom 15 (C): -0.459, atom 16 (C): -0.517, atom 17 (C): -0.525, atom 18 (O): -0.382, atom 19 (C): 0.011, atom 20 (C): -0.278, atom 21 (O): -0.763, atom 22 (N): -0.032, atom 23 (C): -0.292, atom 24 (C): -0.776, atom 25 (C): -0.024, atom 26 (C): -0.848, atom 27 (C): -0.856, atom 28 (C): 0.764, atom 29 (C): -0.028, atom 30 (C): -0.966, atom 31 (C): -0.731, atom 32 (C): -0.871, atom 33 (C): 0.660, atom 34 (C): -1.499, atom 35 (H): 0.418, atom 36 (H): 0.291, atom 37 (H): 0.276, atom 38 (H): 0.296, atom 39 (H): 0.330, atom 40 (H): 0.399, atom 41 (H): 0.450, atom 42 (H): 0.435, atom 43 (H): 0.325, atom 44 (H): 0.644, atom 45 (H): 0.581, atom 46 (H): 0.247, atom 47 (H): 0.325, atom 48 (H): 0.322, atom 49 (H): 0.620, atom 50 (H): 0.458, atom 51 (H): 0.484, atom 52 (H): 0.660, atom 53 (H): 0.360, atom 54 (H): 0.659, atom 55 (H): 0.156, atom 56 (H): 0.397, atom 57 (H): 0.418, atom 58 (H): -0.086, atom 59 (H): 0.417, atom 60 (H): 0.320, atom 61 (H): 0.372, atom 62 (H): 0.205, atom 63 (H): 0.428, atom 64 (H): 0.428, atom 65 (H): 0.407, atom 66 (H): 0.395, atom 67 (H): 0.315, atom 68 (H): 0.453, atom 69 (H): 0.262


| no. | total energy (Ha) | HOMO level (eV) |
| --- | --- | --- |
| 1 | -2157.25263 | -6.18 |
| 2 | -920.88718 | -8.50 |
| 3 | -10499.14546 | -4.60 |
| 4 | -1552.24854 | -8.55 |